1.
{"formula": "C6H20O7", "method": "ωB97M-V/def2-TZVPD", "de_lowest_kcal_mol": 56.4, "spin_multiplicity": 1, "e_tot_ev": -20877.0443, "smiles": "OCCO.OCCO.OCCO.O", "fmax_ha_per_bohr": 0.0180, "gap_ev": 10.56, "species": ["C", "C", "O", "O", "H", "H", "H", "H", "H", "H", "C", "C", "O", "O", "H", "H", "H", "H", "H", "H", "C", "C", "O", "O", "H", "H", "H", "H", "H", "H", "O", "H", "H"], "coordinates": [[2.57, -1.50, -1.42], [3.43, -1.49, -0.21], [4.74, -1.91, -0.60], [2.50, -2.80, -2.00], [2.93, -0.79, -2.17], [1.56, -1.20, -1.15], [3.03, -2.21, 0.53], [3.45, -0.51, 0.28], [5.33, -1.83, 0.15], [3.40, -3.15, -1.98], [-4.52, 1.33, -2.87], [-4.04, 1.56, -1.47], [-4.44, 2.85, -0.99], [-4.30, -0.01, -3.29], [-4.08, 2.05, -3.57], [-5.60, 1.48, -2.91], [-2.95, 1.55, -1.37], [-4.39, 0.77, -0.80], [-5.27, 2.76, -0.53], [-3.36, -0.22, -3.22], [0.75, 0.88, 2.79], [0.85, -0.60, 3.07], [1.94, -0.83, 3.98], [1.87, 1.34, 2.07], [0.65, 1.38, 3.76], [-0.16, 1.12, 2.23], [1.13, -1.19, 2.20], [-0.08, -0.99, 3.50], [1.68, -0.54, 4.86], [2.64, 1.20, 2.62], [-0.70, 0.22, -0.46], [-0.53, 0.78, -1.22], [-0.05, 0.50, 0.19]]}

***

2.
{"formula": "C6H21NO4", "method": "ωB97M-V/def2-TZVPD", "de_lowest_kcal_mol": 58.0, "spin_multiplicity": 1, "e_tot_ev": -16240.7340, "smiles": "C=CCCCCN.O.O.O.O", "fmax_ha_per_bohr": 0.0610, "gap_ev": 9.90, "species": ["C", "C", "C", "C", "C", "C", "N", "H", "H", "H", "H", "H", "H", "H", "H", "H", "H", "H", "H", "H", "H", "H", "O", "H", "H", "O", "H", "H", "O", "H", "H", "O"], "coordinates": [[-1.46, -2.04, -0.07], [-1.60, -0.50, -0.13], [-1.36, 0.11, -1.54], [-0.05, -0.23, -2.23], [0.62, 0.93, -2.90], [0.89, 2.09, -2.32], [-0.54, -2.39, 1.08], [-2.45, -2.53, -0.13], [-0.86, -2.31, -0.97], [-0.80, -0.06, 0.47], [-2.51, -0.05, 0.31], [-2.35, -0.04, -2.08], [-1.50, 1.18, -1.38], [-0.33, -0.96, -3.05], [0.73, -0.65, -1.56], [1.21, 0.72, -3.78], [1.50, 2.79, -2.85], [0.58, 2.36, -1.33], [0.31, -2.50, 0.56], [-0.42, -1.60, 1.68], [-0.30, -1.04, 3.70], [-1.03, -0.01, 4.42], [-0.26, -0.08, 3.82], [1.82, 0.55, 0.01], [3.13, 0.94, 0.44], [2.73, 0.22, -0.10], [-1.95, 3.02, 1.11], [-0.43, 3.02, 1.44], [-1.15, 3.55, 1.08], [2.10, -2.03, 2.03], [2.98, -0.94, 1.77], [2.74, -1.50, 2.52]]}